Below is C24H22N6O2Os as an isolated structure, with properties calculated with ωB97M-V with the def2-TZVPD basis set.

Output
- Frontier orbital gap (spin up / spin down): 7.40 / 5.29 eV
- E_HOMO (spin up / spin down): -14.0 / -14.2 eV
- Max |F|: 0.34 eV Å⁻¹
- LUMO (spin up / spin down): -6.59 / -8.90 eV
- Spin multiplicity: 5
- Total charge: +2

Atoms and positions in Å:
Os -0.13 0.25 -0.57
O -0.91 -0.93 -1.91
C -0.45 -2.02 -2.49
C -1.24 -2.62 -3.48
C -0.80 -3.76 -4.10
C 0.44 -4.36 -3.78
C 1.22 -3.80 -2.82
C 0.81 -2.61 -2.14
C 1.66 -2.10 -1.17
N 1.45 -1.00 -0.45
N 2.41 -0.69 0.42
C 2.13 0.44 1.07
O 1.01 1.07 0.80
C 3.03 0.96 2.06
C 2.72 2.16 2.72
C 3.58 2.67 3.66
C 4.76 1.99 3.96
C 5.08 0.80 3.31
C 4.22 0.28 2.36
H -2.20 -2.18 -3.72
H -1.42 -4.21 -4.86
H 0.76 -5.26 -4.29
H 2.17 -4.24 -2.55
H 2.60 -2.61 -0.95
H 1.80 2.68 2.48
H 3.35 3.59 4.18
H 5.44 2.39 4.70
H 6.00 0.28 3.55
H 4.46 -0.64 1.85
N -2.87 1.10 1.35
C -2.57 -0.24 1.55
C -3.38 -0.94 2.45
C -3.12 -2.27 2.68
C -2.07 -2.89 2.00
C -1.33 -2.13 1.14
N -1.56 -0.82 0.91
C -2.44 2.07 0.47
C -3.09 3.31 0.57
C -2.71 4.35 -0.23
C -1.67 4.16 -1.15
C -1.09 2.93 -1.21
N -1.46 1.88 -0.42
H -3.61 1.43 1.95
H -4.19 -0.44 2.96
H -3.73 -2.83 3.38
H -1.84 -3.93 2.15
H -0.50 -2.56 0.59
H -3.89 3.44 1.29
H -3.21 5.31 -0.15
H -1.33 4.96 -1.80
H -0.31 2.71 -1.93
N -0.42 1.26 -3.82
H -1.27 0.70 -3.91
H 0.30 0.77 -4.34
H -0.59 2.12 -4.32

These are the Mulliken partial charges, in e, on atoms 1 to 4: number 1, Os, carries 1.5619; number 2, O, carries -0.9088; number 3, C, carries 0.4027; number 4, C, carries -0.4553

***

Below is one molecule with the formula C3H5ClS2, with properties calculated with ωB97M-V with the def2-TZVPD basis set.

Output
- Frontier orbital gap: 10.06 eV
- E_HOMO: -9.3 eV
- Max |F|: 2.99 eV Å⁻¹
- LUMO: 0.74 eV

Atoms and positions in Å:
C -0.30 -0.58 0.37
C 0.60 0.12 -0.51
C -0.36 0.94 0.36
H -2.52 -1.24 0.44
H 0.15 -0.88 1.28
H 0.37 0.29 -1.56
H 2.77 -0.78 -0.94
H 0.00 1.47 1.23
S -1.52 -1.62 -0.28
S 2.35 0.28 -0.13
Cl -1.54 2.01 -0.27

These are the Mulliken partial charges, in e, on atoms 1 to 4: number 1, C, carries -0.0171; number 2, C, carries -0.3714; number 3, C, carries -0.3305; number 4, H, carries 0.1052

***

Below is a 2-piece molecular cluster, C4H14N3 overall, with properties calculated with ωB97M-V with the def2-TZVPD basis set.

Output
- Frontier orbital gap (spin up / spin down): 9.43 / 5.23 eV
- E_HOMO (spin up / spin down): -17.6 / -17.5 eV
- Max |F|: 4.51 eV Å⁻¹
- LUMO (spin up / spin down): -8.14 / -12.32 eV
- Spin multiplicity: 2
- Total charge: +2

Atoms and positions in Å:
C 1.59 -2.79 -0.19
C 0.32 -2.14 0.29
C 0.31 -1.14 1.21
N -0.89 -0.49 1.68
H 2.43 -2.35 0.31
H 1.66 -3.85 0.05
H 1.60 -2.72 -1.26
H -0.66 -2.33 -0.21
H 1.25 -0.85 1.67
H -1.69 -1.14 1.63
H -0.80 -0.24 2.65
H -0.95 0.76 0.69
N -1.10 1.64 0.12
C 0.05 1.75 -0.92
N -0.04 2.78 -1.97
H -1.28 2.49 0.63
H -1.96 1.42 -0.40
H 0.90 2.01 -0.30
H 0.22 0.79 -1.41
H -0.74 2.68 -2.69
H -0.21 3.70 -1.59

These are the Mulliken partial charges, in e, on atoms 1 to 4: number 1, C, carries -1.1154; number 2, C, carries 0.1183; number 3, C, carries -0.0783; number 4, N, carries -0.5612

***

Below is C22H34Cl27I3N as an isolated structure, with properties calculated with ωB97M-V with the def2-TZVPD basis set.

Output
- Frontier orbital gap: 8.77 eV
- E_HOMO: -11.0 eV
- Max |F|: 0.92 eV Å⁻¹
- LUMO: -2.27 eV
- Total charge: +1

Atoms and positions in Å:
C -3.45 -1.00 3.30
C -3.66 -0.24 1.97
C -2.34 0.23 1.36
C -1.47 -0.94 0.88
N -0.65 -0.52 -0.32
C -0.04 0.86 -0.23
C 0.96 0.89 0.93
C 2.15 1.82 0.58
C 2.74 2.53 1.80
I 4.87 2.41 1.85
C -1.18 1.90 -0.11
C -1.32 2.89 -1.28
I -1.31 1.89 -3.18
C -0.30 4.07 -1.13
C -1.05 5.41 -1.21
I 1.20 4.11 -2.65
C -2.51 1.18 0.17
H -3.77 -0.40 4.16
H -2.41 -1.27 3.47
H -4.02 -1.93 3.33
H -4.25 0.66 2.16
H -4.16 -0.89 1.25
H -1.78 0.80 2.12
H -0.81 -1.32 1.66
H -2.08 -1.79 0.56
H -1.21 -0.59 -1.18
H 0.12 -1.19 -0.45
H 0.57 1.00 -1.12
H 0.49 1.20 1.87
H 1.37 -0.12 1.06
H 1.85 2.55 -0.18
H 2.93 1.17 0.17
H 2.40 2.10 2.74
H 2.52 3.60 1.79
H -0.95 2.48 0.79
H -2.30 3.35 -1.23
H 0.20 3.97 -0.17
H -0.44 6.20 -0.76
H -1.25 5.68 -2.25
H -1.99 5.34 -0.65
H -3.30 1.92 0.35
H -2.82 0.59 -0.70
C 2.43 -1.87 -2.57
Cl 3.89 -0.93 -2.36
Cl 2.00 -2.70 -1.07
Cl 1.05 -0.88 -3.04
H 2.60 -2.62 -3.34
C 2.35 6.75 1.26
Cl 3.31 5.63 0.30
Cl 1.22 5.85 2.27
Cl 3.37 7.81 2.22
H 1.78 7.37 0.58
C -3.19 7.50 1.18
Cl -4.17 8.53 2.21
Cl -1.48 7.87 1.34
Cl -3.49 5.79 1.54
H -3.48 7.67 0.15
C 1.15 -0.60 6.13
Cl 2.46 0.15 7.02
Cl -0.24 0.48 6.01
Cl 1.69 -1.12 4.52
H 0.83 -1.49 6.67
C 3.59 -6.30 -2.39
Cl 4.85 -7.48 -2.68
Cl 3.91 -5.39 -0.91
Cl 3.43 -5.22 -3.79
H 2.65 -6.82 -2.26
C 8.50 -8.05 -4.20
Cl 7.50 -7.76 -5.62
Cl 7.66 -9.10 -3.05
Cl 10.06 -8.74 -4.65
H 8.68 -7.10 -3.72
C -1.24 -4.54 -3.09
Cl 0.51 -4.57 -3.29
Cl -1.75 -5.75 -1.92
Cl -1.84 -2.93 -2.62
H -1.69 -4.78 -4.04
C -5.59 -0.34 -3.99
Cl -4.16 0.53 -3.38
Cl -6.95 0.75 -4.16
Cl -5.20 -1.14 -5.51
H -5.85 -1.11 -3.27
C -1.69 -4.89 3.22
Cl -0.49 -3.62 3.45
Cl -2.99 -4.72 4.39
Cl -2.32 -4.91 1.57
H -1.21 -5.85 3.39

These are the Mulliken partial charges, in e, on atoms 1 to 4: number 1, C, carries -0.9420; number 2, C, carries -0.7078; number 3, C, carries 1.1074; number 4, C, carries -0.9163

***

Below is one molecule with the formula C2H4NP, with properties calculated with ωB97M-V with the def2-TZVPD basis set.

Output
- Frontier orbital gap (spin up / spin down): 7.20 / 7.25 eV
- E_HOMO (spin up / spin down): -8.7 / -8.8 eV
- Max |F|: 2.92 eV Å⁻¹
- LUMO (spin up / spin down): -1.51 / -1.56 eV

Atoms and positions in Å:
C -1.05 -0.03 -0.17
C 0.37 -0.78 -0.19
N 1.59 -0.44 0.04
P -3.20 -0.16 0.06
H -1.11 0.97 0.41
H -1.05 0.17 -1.33
H 0.31 -1.71 -0.83
H 1.92 0.41 0.44

These are the Mulliken partial charges, in e, on atoms 1 to 4: number 1, C, carries -0.6959; number 2, C, carries 0.0661; number 3, N, carries -0.5320; number 4, P, carries 0.1730

***

Below is C27H50HfOP2 as an isolated structure, with properties calculated with ωB97M-V with the def2-TZVPD basis set.

Output
- Frontier orbital gap: 5.64 eV
- E_HOMO: -13.7 eV
- Max |F|: 3.11 eV Å⁻¹
- LUMO: -8.06 eV
- Total charge: +2

Atoms and positions in Å:
Hf -1.15 0.95 1.02
C -0.17 0.54 3.20
C 0.88 0.89 2.27
C -0.66 2.70 2.40
C -1.05 1.66 3.35
C 0.63 2.25 1.87
C 0.10 -0.50 4.24
H 0.64 -1.37 3.82
H -0.82 -0.89 4.71
H 0.75 -0.07 5.03
C -1.82 1.91 4.60
H -1.62 1.17 5.38
H -2.90 1.95 4.44
H -1.50 2.87 5.02
C -0.92 4.18 2.63
H -1.13 4.40 3.70
H -1.73 4.62 2.03
H -0.02 4.74 2.38
C 1.67 3.13 1.25
H 2.26 3.72 2.00
H 1.15 3.85 0.59
H 2.38 2.55 0.65
C 2.22 0.14 2.21
H 2.86 0.22 3.10
H 2.81 0.49 1.34
H 2.05 -0.96 2.09
C 1.66 -3.27 0.09
C 2.97 -3.42 0.44
C 4.05 -2.55 -0.08
C 3.86 -2.19 -1.62
C 3.40 -0.79 -1.87
C 2.36 -0.16 -1.28
C 1.25 -0.83 -0.46
C 0.95 -2.26 -0.77
H 5.03 -3.09 0.00
H 3.25 -2.98 -2.09
H 4.08 -1.60 0.50
H 1.07 -2.36 -1.85
H 0.98 -4.02 0.47
H 3.26 -4.13 1.23
H -0.13 -2.44 -0.53
H 1.55 -0.87 0.56
H 2.30 0.95 -1.31
H 0.31 -0.23 -0.54
H 4.85 -2.27 -2.10
H 4.03 -0.17 -2.56
P -0.88 -1.11 -3.12
P -0.76 1.99 -2.81
C -0.99 -0.11 -4.72
C -1.56 1.25 -4.39
H -1.66 -0.66 -5.39
H 0.00 -0.03 -5.21
H -1.40 1.95 -5.23
H -2.65 1.19 -4.20
C -1.49 3.62 -3.18
H -1.06 4.38 -2.53
H -2.57 3.57 -3.00
H -1.33 3.91 -4.23
C 0.86 2.30 -3.75
H 0.70 2.56 -4.82
H 1.50 1.42 -3.69
H 1.35 3.15 -3.27
C -2.57 -1.85 -3.33
H -2.77 -2.44 -2.43
H -2.62 -2.50 -4.21
H -3.32 -1.06 -3.42
C 0.08 -2.39 -4.05
H 0.93 -1.94 -4.58
H -0.58 -2.88 -4.79
H 0.46 -3.17 -3.38
C -2.33 -2.63 2.60
C -3.14 -1.36 2.39
C -3.72 -0.82 3.69
O -2.34 -0.35 1.74
H -1.58 -2.50 3.40
H -1.84 -2.94 1.68
H -3.01 -3.45 2.90
H -3.99 -1.57 1.73
H -2.93 -0.47 4.39
H -4.40 0.03 3.48
H -4.33 -1.58 4.22

These are the Mulliken partial charges, in e, on atoms 1 to 4: number 1, Hf, carries 1.5016; number 2, C, carries 0.8155; number 3, C, carries 0.8126; number 4, C, carries 0.0947

***

Below is a 4-piece molecular cluster, H8O4 overall, with properties calculated with ωB97M-V with the def2-TZVPD basis set.

Output
- Frontier orbital gap (spin up / spin down): 2.59 / 10.39 eV
- E_HOMO (spin up / spin down): 0.8 / -7.1 eV
- Max |F|: 1.41 eV Å⁻¹
- LUMO (spin up / spin down): 3.40 / 3.31 eV
- Spin multiplicity: 2
- Total charge: -1

Atoms and positions in Å:
O 2.51 -0.95 -1.52
H 2.25 -0.94 -2.44
H 3.14 -1.68 -1.46
O 0.77 0.06 0.46
H 0.95 -0.27 -0.42
H 1.60 0.44 0.75
O -1.61 -1.26 1.27
H -2.25 -1.24 0.56
H -1.11 -0.45 1.17
O -2.08 2.12 0.94
H -2.82 2.28 0.35
H -1.35 1.89 0.36

These are the Mulliken partial charges, in e, on atoms 1 to 4: number 1, O, carries -1.6478; number 2, H, carries 0.6189; number 3, H, carries 0.6160; number 4, O, carries -1.5265

***

Below is C28H24BN11O2Ru as an isolated structure, with properties calculated with ωB97M-V with the def2-TZVPD basis set.

Output
- Frontier orbital gap (spin up / spin down): 4.13 / 4.13 eV
- E_HOMO (spin up / spin down): -13.1 / -13.1 eV
- Max |F|: 2.71 eV Å⁻¹
- LUMO (spin up / spin down): -9.01 / -9.00 eV
- Total charge: +2

Atoms and positions in Å:
Ru 0.45 -0.03 0.15
C -1.50 0.76 3.85
C -0.30 0.53 3.19
N -0.52 0.35 1.89
N -1.86 0.47 1.68
C -2.46 0.71 2.86
B -2.52 0.31 0.29
N -2.14 -1.10 -0.25
C -2.85 -1.99 -0.96
C -2.04 -3.07 -1.25
C -0.81 -2.75 -0.69
N -0.90 -1.57 -0.08
N -1.89 1.37 -0.67
C -2.44 1.97 -1.74
C -1.47 2.72 -2.37
C -0.31 2.51 -1.62
N -0.59 1.72 -0.59
N -4.01 0.49 0.33
C -4.72 1.61 0.61
C -6.06 1.30 0.54
C -6.08 -0.07 0.20
N -4.86 -0.52 0.11
H -1.65 0.94 4.89
H 0.70 0.48 3.59
H -3.52 0.84 2.94
H -3.88 -1.80 -1.19
H -2.31 -3.94 -1.81
H 0.10 -3.33 -0.67
H -3.47 1.83 -1.99
H -1.57 3.31 -3.26
H 0.67 2.92 -1.76
H -4.24 2.55 0.81
H -6.90 1.93 0.71
H -6.92 -0.71 0.02
C 3.11 -7.15 -3.19
O 3.86 -6.58 -4.24
C 4.50 -5.44 -4.06
C 5.26 -4.95 -5.15
C 5.96 -3.78 -5.06
C 5.85 -2.99 -3.89
C 5.13 -3.51 -2.78
C 4.48 -4.71 -2.86
N 6.48 -1.81 -3.75
N 6.14 -0.86 -3.05
C 4.86 -0.53 -2.76
C 3.86 -0.73 -3.73
C 2.53 -0.62 -3.42
C 2.13 -0.37 -2.10
O 0.91 -0.42 -1.74
C 3.13 -0.03 -1.12
N 2.68 0.27 0.13
C 3.56 0.61 1.05
C 4.93 0.67 0.79
C 5.41 0.33 -0.45
C 4.50 -0.04 -1.46
H 2.63 -8.04 -3.61
H 2.34 -6.46 -2.83
H 3.75 -7.44 -2.35
H 5.28 -5.54 -6.05
H 6.53 -3.41 -5.89
H 5.12 -2.95 -1.86
H 3.96 -5.07 -2.00
H 4.16 -0.98 -4.74
H 1.77 -0.77 -4.17
H 3.18 0.85 2.04
H 5.61 0.97 1.58
H 6.47 0.36 -0.67

These are the Mulliken partial charges, in e, on atoms 1 to 4: number 1, Ru, carries 0.5859; number 2, C, carries -1.2147; number 3, C, carries -0.2539; number 4, N, carries -0.3215

***

Below is an isolated ion of composition C8H9N2O and charge +1, with properties calculated with ωB97M-V with the def2-TZVPD basis set.

Output
- Frontier orbital gap: 8.83 eV
- E_HOMO: -13.0 eV
- Max |F|: 6.41 eV Å⁻¹
- LUMO: -4.17 eV
- Total charge: +1

Atoms and positions in Å:
C -1.24 -0.34 0.40
C -0.03 -0.88 0.51
C 1.23 -0.09 0.49
C 1.47 0.91 -0.52
C -1.58 1.62 -0.77
C 2.20 -0.34 1.40
C -1.70 1.12 0.50
C 0.18 -2.27 0.37
N -1.58 1.93 -1.89
N 1.29 1.45 -1.55
O 0.91 2.05 -2.52
H -1.94 -1.11 0.34
H 3.04 0.38 1.22
H 2.10 -1.16 2.17
H -2.84 1.21 0.76
H -1.10 1.80 1.19
H 0.23 -2.78 1.25
H 1.11 -2.56 -0.24
H -0.52 -2.92 -0.26
H -1.23 1.97 -2.85

These are the Mulliken partial charges, in e, on atoms 1 to 4: number 1, C, carries -0.9644; number 2, C, carries 1.1815; number 3, C, carries 0.3740; number 4, C, carries -0.0160

***

Below is a 2-piece molecular cluster, C6H11N3 overall, with properties calculated with ωB97M-V with the def2-TZVPD basis set.

Output
- Frontier orbital gap: 9.05 eV
- E_HOMO: -8.4 eV
- Max |F|: 2.46 eV Å⁻¹
- LUMO: 0.70 eV

Atoms and positions in Å:
C -0.16 0.02 2.18
N -0.33 -1.27 1.60
C -0.30 1.22 1.22
C -0.37 2.38 0.88
H -1.17 -1.29 0.98
H 0.45 -1.49 0.99
H -0.92 0.18 2.95
H 0.84 0.10 2.62
H -0.46 3.35 0.49
C 0.59 -0.28 -1.35
N 0.60 -1.59 -1.79
C -0.76 0.26 -1.07
C 1.69 0.48 -1.24
N -1.70 -0.57 -0.77
H 1.47 -2.10 -1.69
H -0.24 -2.10 -1.58
H -2.62 -0.15 -0.71
H -0.93 1.27 -1.44
H 1.63 1.51 -0.94
H 2.68 0.06 -1.33

These are the Mulliken partial charges, in e, on atoms 1 to 4: number 1, C, carries -0.7771; number 2, N, carries -0.6663; number 3, C, carries -0.0180; number 4, C, carries -0.1610

***

Below is one molecule with the formula C6H11N3O2S, with properties calculated with ωB97M-V with the def2-TZVPD basis set.

Output
- Frontier orbital gap: 8.95 eV
- E_HOMO: -8.5 eV
- Max |F|: 0.98 eV Å⁻¹
- LUMO: 0.41 eV

Atoms and positions in Å:
C -0.73 2.11 0.34
C -0.36 -0.19 0.91
C 1.56 1.37 -0.17
C 1.24 1.15 -1.61
C -2.58 0.52 0.12
C 1.08 -2.03 0.44
N 0.68 2.14 0.54
N -1.20 0.84 0.41
N 0.20 -0.95 0.09
O -1.39 3.09 0.13
O -0.26 -0.13 2.25
S 2.98 0.93 0.51
H 2.15 0.90 -2.14
H 0.80 2.06 -2.02
H 0.53 0.33 -1.72
H -2.63 -0.26 -0.64
H -3.09 0.18 1.02
H -3.06 1.43 -0.25
H 0.70 -2.93 -0.04
H 2.06 -1.80 0.01
H 1.20 -2.21 1.52
H 1.01 2.50 1.43
H 0.36 -0.79 2.59

These are the Mulliken partial charges, in e, on atoms 1 to 4: number 1, C, carries 0.4316; number 2, C, carries 0.2603; number 3, C, carries 0.4229; number 4, C, carries -1.1392

***

Below is one molecule with the formula C5H8S, with properties calculated with ωB97M-V with the def2-TZVPD basis set.

Output
- Frontier orbital gap: 9.35 eV
- E_HOMO: -8.8 eV
- Max |F|: 3.40 eV Å⁻¹
- LUMO: 0.59 eV

Atoms and positions in Å:
C 0.16 -1.82 1.21
C -0.56 0.46 -0.59
C -1.38 0.23 -1.59
C -0.38 1.69 0.20
C 0.52 1.82 1.17
H -1.00 -1.92 1.39
H 0.64 -2.93 1.06
H 0.48 -1.37 2.21
H -1.12 -0.54 -2.40
H -2.03 0.94 -2.08
H -1.20 2.49 0.09
H 0.49 2.46 2.02
H 1.33 0.98 1.14
S 0.77 -0.90 -0.36

These are the Mulliken partial charges, in e, on atoms 1 to 4: number 1, C, carries -0.6818; number 2, C, carries 0.3101; number 3, C, carries -0.6779; number 4, C, carries -0.2154

***

Below is one molecule with the formula C3H6O2, with properties calculated with ωB97M-V with the def2-TZVPD basis set.

Output
- Frontier orbital gap: 10.51 eV
- E_HOMO: -9.8 eV
- Max |F|: 2.64 eV Å⁻¹
- LUMO: 0.71 eV

Atoms and positions in Å:
C -0.90 -0.79 -0.98
C 0.16 0.02 -0.32
O 1.06 0.50 -1.00
C 0.26 0.36 1.15
O 1.13 1.45 1.19
H -0.42 -1.57 -1.57
H -1.62 -1.21 -0.28
H -1.42 -0.12 -1.68
H 0.95 -0.32 1.64
H 1.49 1.32 0.18
H -0.72 0.37 1.67

These are the Mulliken partial charges, in e, on atoms 1 to 4: number 1, C, carries -1.0298; number 2, C, carries 0.7352; number 3, O, carries -0.5753; number 4, C, carries -0.3875